Record 1
DFT (ωB97M-V with the def2-TZVPD basis set) results for a molecular structure, C23H64F12N16O27S4 at a distorted geometry.

Geometry as XYZ:
```
146
Properties=species:S:1:pos:R:3
O 2.785 -5.173 -3.119
C 3.067 -0.695 1.922
H 4.991 -3.058 2.642
S -1.207 0.230 0.776
O -1.277 -0.287 5.737
O -3.991 -6.102 -2.561
F 1.000 -2.291 -0.299
H -6.867 1.738 4.803
H 1.720 -4.901 2.476
H 1.700 0.298 -0.867
O -3.098 5.493 3.425
H -0.428 7.169 0.060
H -0.237 3.406 7.068
F 5.300 -7.949 -4.258
C 4.464 -8.531 -5.115
H -3.682 2.493 5.117
O 2.637 -8.407 -3.215
N 1.197 5.280 0.259
F -0.129 -3.387 -1.800
O -2.503 4.420 6.449
N -3.348 -4.309 -1.284
H -3.287 -3.164 -3.641
H -3.187 -4.638 -4.443
H 3.283 -2.562 0.802
H -2.811 -3.462 -1.353
H -1.599 -1.149 6.005
F 4.694 -8.076 -6.343
H 2.006 -0.556 -3.669
H 1.004 0.871 6.689
H 0.191 -1.417 4.818
H 2.693 5.135 3.335
N 4.366 -0.869 -3.176
N -2.577 3.130 -1.701
O -3.429 4.886 -2.856
H 0.222 1.809 -1.344
C -3.629 -4.946 -2.468
H 2.537 3.652 6.411
H 3.745 0.019 1.445
H -2.234 5.880 3.585
H -3.514 2.777 -1.692
H -1.758 2.627 -1.407
H 2.141 -0.047 -5.321
F -0.741 2.834 0.958
H -1.058 5.686 -2.900
H -0.745 -4.880 3.189
N 2.307 4.072 5.532
C -3.163 5.695 0.937
O 1.819 -4.951 1.520
F 1.069 -4.686 -6.460
O -2.220 -1.483 -1.310
H 1.959 4.679 0.506
O -2.076 6.626 0.813
H -5.596 2.140 1.613
C 1.140 -0.109 6.215
C -5.345 1.212 3.445
F 2.894 -3.798 -5.777
S -0.935 -0.925 -1.587
O -2.717 -1.194 -7.984
N 2.545 -0.476 -4.512
H -3.074 5.058 0.062
O -2.509 -1.193 -4.938
H 3.890 1.990 -1.284
C 1.732 -4.278 -5.351
O -0.803 -0.401 -2.922
O 2.839 2.171 4.352
N 2.644 -6.677 -5.130
C -1.531 -1.040 -7.195
H -1.291 0.014 -6.988
C 1.521 6.545 -0.163
H -0.151 -3.354 1.555
O 1.277 -1.118 7.200
C 0.051 -0.400 5.196
H -1.732 -2.839 -6.035
O 4.662 -0.463 -5.389
H 3.063 3.720 2.508
N 2.523 4.146 3.247
H 2.052 -0.015 5.624
H -2.259 1.500 5.273
H 5.346 -0.750 -3.013
O 2.677 6.925 -0.305
H 2.065 -0.617 1.484
O 1.921 -9.108 -5.446
H 0.405 -1.461 7.415
H -2.055 4.371 2.152
S 1.917 -5.685 -4.154
C 0.545 -5.293 0.950
O -0.829 -0.846 1.653
F 0.987 -3.315 -4.808
H 2.315 3.563 -2.150
H -0.397 4.263 -2.118
H 2.976 0.546 3.430
H -3.451 -0.982 -7.396
H 0.166 0.258 4.334
N -5.075 1.458 2.129
H -3.555 -4.719 -0.395
N -1.167 4.755 -2.544
C 3.516 -2.122 1.769
C -3.059 4.805 2.164
S 2.691 -8.209 -4.634
F 4.714 -9.844 -5.082
O -1.336 -4.806 2.435
N 0.435 7.331 -0.447
N -6.399 1.952 3.945
C 0.441 -2.223 -1.486
C 3.900 -0.684 -4.453
H -1.972 -0.642 -4.351
H 0.324 4.865 -0.020
O 0.570 -6.007 -3.770
O 4.903 -2.274 2.098
F 0.617 1.589 2.134
O 2.643 0.423 -1.046
H -4.229 1.067 1.742
H -4.091 6.265 1.036
N -2.788 2.319 5.533
H -0.633 -1.752 -5.440
N -3.317 -4.169 -3.564
O 0.618 2.707 -1.429
H 0.731 -5.312 -0.124
C -1.647 -1.759 -5.876
H -1.758 6.827 1.701
O -4.703 0.449 4.142
H 2.956 -2.638 2.558
C -2.450 4.311 -2.390
C -0.637 1.735 1.708
N -0.782 2.886 6.413
C -2.094 3.296 6.185
F 1.359 -1.997 -2.424
C -0.576 -4.333 1.314
C 2.585 3.357 4.392
C 2.875 1.831 -0.918
H 2.700 2.098 0.128
H 2.067 5.032 5.379
H 0.288 -6.311 1.253
H 3.709 -0.696 -2.433
H 0.700 8.247 -0.762
C 1.961 2.562 -1.897
H 1.951 1.965 -2.815
H -0.712 -1.416 -7.806
H -6.841 2.656 3.381
O 2.985 -0.415 3.318
H -0.578 1.991 6.015
H -1.271 -4.158 0.498
F -1.430 1.890 2.770
H -3.815 4.025 2.157
O -2.602 0.530 0.594
N -0.306 0.248 -0.525
```

Values from the calculation:
* spin multiplicity: 1
* maximum force: 0.057 hartree/bohr
* charge: -2
* DFT total energy: -179971.2257 eV
* orbital gap: 0.28377 Eh
* HOMO: -5.122 eV

=====

Record 2
DFT (ωB97M-V with the def2-TZVPD basis set) results for a molecular structure, C40H33BaF3N8Se at a distorted geometry.

Geometry as XYZ:
```
86
Properties=species:S:1:pos:R:3
H -2.573 -4.038 -3.599
H 2.923 -1.325 -2.220
H -0.507 -2.197 -7.546
C -0.099 3.566 -0.177
H 4.348 2.213 1.132
N -0.914 -0.046 2.049
H -2.416 0.244 -4.590
H -4.737 -4.827 0.013
H 2.961 1.430 6.729
C -0.275 0.274 -4.537
C -5.255 -1.687 0.195
C 3.315 -1.362 -1.210
H 1.846 0.080 -4.784
C -3.821 -4.461 -1.897
Se -0.190 1.459 -3.046
C -2.629 -4.048 -2.516
H -2.700 7.125 0.956
C -0.266 4.929 -0.022
N 0.020 0.433 2.998
C 4.419 2.166 3.763
H 1.132 0.725 5.210
C 0.874 -0.230 -5.152
C 4.228 -1.487 1.349
H -2.338 0.301 3.484
C -2.769 -4.071 0.250
H -1.450 7.437 -0.250
H -3.402 4.804 1.190
H 2.743 1.450 -0.328
C -1.544 -3.615 -0.346
H 5.335 2.559 3.342
N -5.912 -5.123 -3.261
N 3.496 1.863 1.542
H 2.254 -2.268 1.719
C -2.183 3.144 0.615
H 0.810 3.176 -0.619
C -1.675 6.897 0.670
C 4.260 2.042 5.124
C -1.536 -3.664 -1.784
C -4.492 -0.692 2.229
H -2.566 -1.319 -6.482
C 3.375 1.767 2.927
C -1.594 -1.016 -6.116
C -2.441 4.492 0.804
C -2.107 -0.071 2.485
C 1.135 0.821 2.493
C 0.793 -1.108 -6.223
N 1.420 0.869 1.120
H -3.708 -1.916 -1.300
N -1.034 2.668 0.141
C 5.064 -1.003 0.357
H -0.572 -3.067 1.475
C -3.242 -0.608 1.659
H 1.701 -1.481 -6.679
Ba -0.593 -0.222 -0.507
H 0.494 -3.018 -0.043
H 4.551 -1.561 2.377
C 4.612 -0.941 -0.949
H 0.529 5.601 -0.316
N -2.980 -1.002 0.399
H 5.060 2.346 5.784
C 2.538 1.389 0.737
H -1.014 7.285 1.447
H -6.523 -1.325 1.880
C -4.975 -4.839 -2.653
H -2.946 2.410 0.856
H 5.241 -0.583 -1.752
H -4.658 -0.354 3.242
C -5.529 -1.240 1.464
C -3.842 -4.484 -0.494
C 3.074 1.524 5.659
C -3.954 -1.560 -0.305
C -0.442 -1.510 -6.712
H -2.833 -4.100 1.332
H -6.010 -2.155 -0.420
F 7.337 -0.756 -0.255
H -0.634 -3.365 -2.310
N 2.491 -1.815 -0.267
C 2.054 1.132 4.822
C -1.510 -0.137 -5.046
C 2.195 1.248 3.435
C -1.463 5.422 0.486
C 6.441 -0.488 0.701
C 2.949 -1.881 0.980
C -0.491 -3.103 0.394
F 6.423 0.867 0.845
F 6.902 -0.989 1.853
```

Values from the calculation:
* spin multiplicity: 1
* maximum force: 0.034 hartree/bohr
* charge: 0
* DFT total energy: -128130.2312 eV
* orbital gap: 0.17166 Eh
* HOMO: -5.625 eV

=====

Record 3
DFT (ωB97M-V with the def2-TZVPD basis set) results for a gas-phase ion, C3BrNO6 (charge -2) at a distorted geometry.

Geometry as XYZ:
```
11
Properties=species:S:1:pos:R:3
O -1.032 -0.884 0.758
Br 2.818 -0.242 0.361
O -0.272 2.073 0.201
C 0.193 -0.662 1.106
O 1.644 2.048 -0.886
C -1.094 -0.865 -0.957
C 1.033 0.235 0.352
O -0.241 -1.591 -1.404
O -2.053 -0.225 -1.326
N 0.779 1.493 -0.114
O 0.700 -1.243 2.080
```

Values from the calculation:
* spin multiplicity: 1
* maximum force: 0.039 hartree/bohr
* charge: -2
* SMILES: O=C([O-])OC(=O)C(Br)=[N+]([O-])[O-]
* DFT total energy: -86925.9972 eV
* orbital gap: 0.20682 Eh
* HOMO: 0.006 eV

=====

Record 4
DFT (ωB97M-V with the def2-TZVPD basis set) results for a molecular structure, C62H61AsN4O4PRbS3.

Geometry as XYZ:
```
137
Properties=species:S:1:pos:R:3
H -1.246 -5.348 -2.029
C 5.006 3.966 -3.952
H -7.176 3.832 -4.272
H 0.562 2.255 -6.243
H -3.577 -0.413 0.359
C -0.550 -4.256 1.110
C -4.534 -1.930 -0.799
C -1.121 2.218 4.870
C -5.992 3.804 -2.485
C -5.957 3.998 -1.107
C -0.354 -3.729 3.564
C -3.212 -5.007 1.429
C -3.365 2.479 -1.201
H 2.162 1.460 -4.519
H 4.802 3.078 -5.886
C -1.619 1.425 -3.792
S 1.887 -2.175 -2.389
C 0.765 0.946 5.590
C 1.767 -4.513 0.693
C 3.962 1.505 -0.660
C -3.562 -0.967 -0.572
C 4.406 3.827 -0.933
H -2.416 1.628 0.576
H -1.397 2.691 -0.320
H -2.478 2.853 6.394
H -5.101 3.484 -3.011
H 0.543 -4.331 3.723
C 0.318 1.031 6.899
H -4.429 1.689 4.481
C -1.295 -4.628 -0.021
S 0.609 1.430 2.878
H 7.810 5.579 -2.989
H -6.404 1.603 -0.046
N 3.231 -2.729 1.274
H -0.958 -3.760 4.472
C -2.472 -4.599 2.529
H 2.841 -2.666 3.791
H -0.012 -2.704 3.408
C 4.312 -4.903 0.898
C 2.446 3.010 0.147
N 0.791 -3.812 1.094
C 4.811 2.511 -1.097
C -5.871 0.764 3.189
C -5.984 1.641 0.953
H -7.181 0.014 1.661
H -3.203 -5.297 -0.692
C 4.432 -1.491 2.916
C 6.575 -0.501 2.413
O 2.804 -1.124 -1.825
H 1.683 0.417 5.367
C 0.058 1.531 4.522
H -9.244 4.533 -3.105
C -4.889 1.691 3.502
H 8.398 4.975 -5.313
C 0.203 1.923 -5.276
H 2.185 -5.909 -0.846
H -4.074 1.698 -1.488
C -1.149 -4.212 2.384
As -4.297 3.817 -0.083
C 5.462 -1.839 0.722
H 0.898 0.557 7.685
H 2.859 5.102 -0.137
H -1.871 2.178 -5.785
C -1.163 1.879 -5.020
H -1.724 -1.376 -3.381
C -4.518 -2.675 -1.969
C -1.564 2.307 6.179
O 1.863 -2.112 -3.852
C 5.527 -0.727 3.293
H -3.466 -3.063 -3.800
H 5.885 -3.383 -0.722
S 5.386 5.200 -1.491
C -7.127 4.396 -0.463
H 4.098 -5.785 1.504
C 7.430 4.694 -4.910
C 3.154 -3.945 0.938
C -8.326 4.388 -2.548
H -2.927 -4.565 3.513
C -4.472 2.609 2.544
C 7.103 5.043 -3.608
H 4.427 -2.435 -1.088
H 4.029 3.646 -3.615
H 5.218 -4.430 1.269
H -6.191 0.043 3.931
H -4.249 -5.299 1.547
H -7.124 4.542 0.612
C -0.719 1.029 -2.797
H -5.270 -3.436 -2.142
Rb 1.369 -0.801 0.423
H 2.453 -0.966 3.554
H -5.291 -2.112 -0.047
C -2.538 -1.499 -2.677
C -3.512 -2.462 -2.900
N 2.796 1.749 -0.067
H 3.538 -1.437 4.864
C -7.167 3.997 -3.202
H -2.684 1.345 -3.609
H 1.513 3.163 0.680
C -2.623 -5.013 0.179
C 4.418 -2.064 1.633
C -2.159 1.916 -0.449
C -0.853 1.710 7.215
H 0.306 -4.635 -1.516
C -8.302 4.586 -1.174
C 5.438 -2.386 -0.679
H 0.671 -6.237 0.021
H 7.332 -0.853 0.437
H 4.198 0.460 -0.831
C 5.444 3.649 -5.226
P -1.231 0.459 -1.136
O 0.527 -1.883 -1.832
C -0.774 -4.567 -1.427
H 6.026 -1.742 -1.336
C -5.010 2.588 1.263
C 1.100 1.498 -4.310
C 0.645 1.052 -3.074
H -3.018 2.977 -2.107
H -1.200 1.776 8.239
H 5.540 -0.281 4.281
C 3.207 4.089 -0.285
C 6.531 -1.047 1.142
C 1.699 -5.905 0.132
C -2.564 -0.725 -1.517
H -1.005 -3.594 -1.860
H 5.746 2.260 -1.580
H -3.696 3.323 2.794
C -6.424 0.745 1.915
C 3.255 -1.659 3.833
O 2.342 -3.507 -1.896
H 7.412 0.119 2.711
N 6.632 4.007 -5.720
H 4.475 -5.236 -0.128
H 1.360 0.653 -2.364
H -1.678 2.690 4.070
C 5.858 4.680 -3.113
H 2.222 -6.609 0.784
H -9.204 4.885 -0.652
```

Values from the calculation:
* spin multiplicity: 1
* maximum force: 0.019 hartree/bohr
* charge: -2
* DFT total energy: -182727.5106 eV
* orbital gap: 0.19916 Eh
* HOMO: -1.968 eV